The following is a quantum chemistry calculation of a cluster of 17 separate species, C17H68O17 in total in a non-equilibrium geometry, from the OMol25 dataset.

## Properties
multiplicity = 1
relative energy (zero: lowest compared OMol25 entry of this formula, charge and spin) = 2.442 eV
lowest unoccupied orbital energy = -0.11 eV
strongest force on any atom = 2.81 eV Å⁻¹
HOMO level = -9.300 eV
gap between HOMO and LUMO = 9.19 eV

Atoms and positions in Å:
C -3.911 -2.244 -1.701
O -3.877 -3.559 -2.221
H -2.877 -1.859 -1.455
H -4.569 -2.136 -0.830
H -4.298 -1.627 -2.493
H -4.098 -3.521 -3.165
C -0.598 0.290 0.217
O 0.695 -0.215 0.164
H -0.934 0.584 1.204
H -1.242 -0.507 -0.137
H -0.707 1.159 -0.504
H 0.928 -0.344 -0.763
C -2.855 -0.973 4.056
O -3.642 0.055 4.536
H -3.442 -1.863 3.967
H -1.915 -1.106 4.626
H -2.588 -0.790 3.076
H -3.028 0.818 4.722
C 2.342 1.033 -1.927
O 1.553 0.002 -2.457
H 3.194 0.644 -1.339
H 1.722 1.678 -1.300
H 2.728 1.536 -2.827
H 0.764 0.347 -2.873
C -0.256 -3.811 -1.600
O -0.105 -2.467 -1.213
H -1.277 -3.973 -2.057
H -0.344 -4.528 -0.760
H 0.538 -4.112 -2.301
H -0.689 -2.387 -0.432
C 3.065 -2.581 -3.080
O 3.831 -3.730 -3.011
H 2.257 -2.634 -3.835
H 3.690 -1.710 -3.345
H 2.674 -2.356 -2.105
H 3.284 -4.404 -2.575
C -0.691 1.449 4.443
O -1.851 2.161 4.819
H -0.879 1.148 3.450
H -0.491 0.645 5.140
H 0.166 2.040 4.453
H -1.887 3.023 4.377
C -0.224 1.263 -4.673
O -0.769 1.236 -3.397
H 0.260 0.330 -4.979
H 0.601 1.999 -4.734
H -1.039 1.617 -5.349
H -1.741 1.074 -3.461
C 0.565 3.171 1.462
O 0.921 4.505 1.175
H 0.729 2.484 0.620
H -0.492 3.103 1.703
H 1.170 2.910 2.372
H 1.828 4.497 0.865
C -1.628 4.376 -2.194
O -0.887 3.322 -1.629
H -1.822 5.095 -1.416
H -2.578 3.978 -2.579
H -1.104 4.894 -3.014
H -0.625 2.572 -2.218
C 2.396 -3.504 0.631
O 3.632 -3.941 0.147
H 2.200 -2.550 0.200
H 2.357 -3.268 1.652
H 1.644 -4.268 0.411
H 4.142 -3.208 -0.120
C -1.239 -3.393 1.980
O -1.790 -2.693 0.869
H -0.175 -3.552 1.792
H -1.753 -4.355 2.042
H -1.455 -2.894 2.915
H -2.750 -2.647 1.006
C 3.612 2.330 0.880
O 3.984 2.391 2.272
H 2.695 1.710 0.734
H 4.386 1.934 0.207
H 3.456 3.354 0.485
H 3.599 3.205 2.612
C 4.483 -0.967 0.490
O 4.881 -1.673 -0.620
H 5.203 -0.181 0.794
H 4.225 -1.683 1.330
H 3.503 -0.448 0.267
H 5.079 -1.034 -1.344
C -3.401 1.048 -2.012
O -3.425 0.800 -3.382
H -3.064 2.069 -1.831
H -2.762 0.363 -1.513
H -4.368 1.010 -1.541
H -4.296 1.161 -3.635
C -3.089 2.914 0.790
O -3.274 2.296 2.036
H -2.383 2.426 0.184
H -2.847 3.974 0.955
H -4.036 2.871 0.268
H -3.393 1.340 1.889
C 1.947 -0.240 3.026
O 0.999 -1.220 2.666
H 1.652 0.753 2.785
H 2.832 -0.406 2.448
H 2.161 -0.223 4.088
H 0.914 -1.182 1.691